Density functional theory data (ωB97M-V with the def2-TZVPD basis set) for 14 unconnected molecules or ions with the total composition C42H77B7F28N14 in a non-equilibrium geometry.

XYZ file:
```
168
Properties=species:S:1:pos:R:3:forces:R:3:lowdin_spin:R:1
H -5.835 -2.480 -8.300 1.10 -1.30 0.52 0.000
C -0.015 3.056 6.260 -1.70 -1.96 -0.43 0.000
F 3.978 -1.140 -1.510 -1.89 1.29 4.31 0.013
H 1.952 -1.713 2.322 -0.57 -1.46 0.42 0.004
H 1.403 4.501 -2.793 -0.33 -0.64 0.08 0.000
F -2.003 -2.893 -6.564 -0.92 -0.78 0.28 0.000
C -4.458 -3.944 -6.192 -0.01 1.08 1.09 0.000
H -2.158 2.493 2.334 -0.13 0.18 -0.29 0.000
H 0.390 -6.020 -1.402 0.27 0.71 0.36 0.000
C -2.829 4.895 3.947 0.89 -1.51 -0.30 0.000
H 3.287 4.047 0.778 0.45 -0.09 -0.25 0.000
F -2.055 -0.757 -5.829 -0.79 1.46 0.08 0.000
H -2.571 5.009 5.000 -0.90 0.02 0.28 0.000
H 2.080 -8.340 -2.054 -0.30 0.46 -0.04 0.000
N -0.940 3.498 7.133 -0.31 -1.91 0.17 0.000
H 6.618 5.070 3.264 -0.11 -0.33 0.14 0.000
H 2.037 0.812 -7.835 -0.04 0.50 0.09 0.000
H 1.190 1.425 4.630 0.03 -0.60 -0.44 0.000
C -1.764 2.387 7.427 -0.54 1.15 0.26 0.000
C 0.795 0.930 -5.009 1.16 3.55 0.11 0.000
N 4.430 5.255 3.581 2.97 -1.48 -2.74 0.000
F -0.808 -2.210 -4.722 0.53 -0.55 1.75 0.000
F -1.315 -2.879 2.714 1.25 0.30 -2.26 0.030
C 0.370 0.822 5.021 0.09 0.55 0.84 0.000
B 3.877 -0.999 6.290 0.81 -0.42 1.49 0.000
F 7.986 1.429 3.697 0.82 0.23 -0.30 0.000
N 1.754 1.576 -5.851 -2.23 2.06 2.02 0.000
H 6.471 5.248 -0.902 -0.66 0.09 0.27 0.000
F -2.669 -4.065 1.003 0.33 4.12 -0.54 0.000
F 0.474 2.673 0.849 1.47 -1.87 1.06 0.002
H -2.368 -0.731 -2.325 -0.71 -0.46 0.32 0.000
H -4.643 -2.691 -2.180 0.73 0.07 0.40 0.000
H 1.622 -10.709 -3.273 -0.03 0.13 -0.17 0.000
H -2.105 5.183 7.186 0.07 0.35 0.21 0.000
N 0.902 3.138 -4.434 4.90 0.07 -3.34 0.000
C -1.174 5.017 9.115 -1.05 0.17 2.25 0.000
H 3.414 5.969 5.188 0.34 0.52 0.31 0.000
F 0.924 4.393 -0.536 1.29 0.71 -0.89 0.000
H 5.203 5.730 5.453 -0.47 -0.67 0.30 0.000
C -0.082 -8.252 -4.550 2.14 -0.63 2.03 0.000
C 0.883 4.452 -3.749 0.21 -0.23 -0.91 0.000
C -7.340 -2.208 -6.920 -2.76 -0.76 0.49 0.000
F 0.064 -2.927 4.534 0.47 1.06 0.08 0.000
H -2.077 4.567 9.528 0.33 -0.44 0.46 0.000
N 0.393 -1.333 -0.544 2.61 0.88 -0.17 0.009
H -4.388 -4.401 -2.496 -0.16 0.07 0.39 0.000
H -4.553 -4.557 -7.077 0.53 0.30 -0.01 0.000
N -0.364 1.751 5.904 1.58 1.74 1.21 0.000
H -0.210 -1.104 -2.623 0.97 0.22 0.33 -0.001
N 5.276 4.292 1.694 -1.78 2.38 3.43 0.000
B 3.970 -1.676 -2.722 1.70 -1.28 -2.24 0.001
F -2.787 -5.399 -0.780 0.25 0.16 -2.74 0.000
C -4.966 1.859 4.032 2.62 2.76 -0.26 0.000
H -3.127 -4.904 -4.662 -0.33 0.00 -0.03 0.000
H -3.120 -0.353 2.751 -0.10 -0.04 0.44 0.000
H -7.797 -3.177 -7.123 0.63 -0.62 -0.16 0.000
C -5.036 -2.312 -4.752 -0.50 -1.04 -2.01 0.000
H -1.530 0.433 -1.524 0.16 0.29 0.64 0.001
C 0.602 -2.246 0.492 -1.65 1.95 -1.87 0.331
F 6.537 -0.072 4.724 0.98 -0.87 -1.54 0.000
F 4.171 -0.341 7.488 -0.65 1.26 0.81 0.000
C 2.815 0.477 1.584 0.80 0.38 -1.70 0.001
H -0.693 -2.494 -1.861 -0.52 -0.02 0.53 -0.001
C -1.179 4.879 7.673 1.23 -0.42 -2.35 0.000
C 3.353 4.890 2.768 2.13 0.38 -0.20 0.000
H 2.365 4.935 3.201 -0.06 0.18 -0.66 0.000
C -4.052 -3.399 -2.761 -0.02 -0.78 3.13 0.000
C -4.594 3.138 4.430 -0.21 -0.22 -0.21 0.000
C 1.806 2.914 -5.516 -1.70 -2.52 1.61 0.000
N -3.460 3.565 3.721 -0.88 -1.05 0.88 0.000
B -2.296 -5.252 0.498 -1.24 -0.52 1.39 0.000
H -5.760 1.171 4.281 0.19 0.18 0.05 0.000
N 0.578 -7.633 -3.492 -0.66 0.36 -2.60 0.000
H -4.732 5.833 3.370 -0.18 0.30 1.73 0.000
C -1.798 -0.617 -1.403 -0.28 0.80 -0.59 -0.001
N -5.146 -2.728 -6.106 0.80 -0.82 1.17 0.000
F -0.233 -1.720 -6.837 2.03 1.29 -0.78 0.000
H -0.604 5.946 -3.771 0.50 0.41 -0.04 0.000
H 0.396 -5.829 -4.435 -0.11 0.36 0.19 0.000
F 6.251 0.730 2.512 -1.32 -1.05 -3.41 0.000
C -3.651 5.966 3.321 -0.72 0.49 -1.51 0.000
C -0.525 4.859 -3.762 -2.21 2.60 0.72 0.000
H -2.659 2.518 8.018 0.33 -0.08 0.29 0.000
H 1.707 -5.835 -3.253 0.27 -0.47 -0.55 0.000
H 7.266 5.682 0.605 -0.62 -0.01 0.50 0.000
C -0.081 -5.626 -2.303 -2.08 -0.69 2.28 0.000
H 0.593 -0.124 -5.129 -0.13 0.09 0.17 0.000
N -4.344 -3.228 -4.085 0.57 0.01 -5.31 0.000
H 1.532 0.628 -0.968 -0.46 -0.33 -0.77 0.008
H -4.922 -0.203 2.657 0.30 -0.10 0.24 0.000
F 4.923 -1.771 6.037 2.45 -2.18 -0.90 0.000
C 1.205 -9.743 -3.515 -0.12 1.00 0.03 0.000
F 2.799 -1.845 6.499 -1.93 0.07 -0.20 0.000
F -0.665 4.546 1.060 -0.65 1.62 1.62 0.000
H -3.745 5.874 2.239 1.42 -0.13 -0.48 0.000
H -1.050 4.645 -4.693 0.03 -0.67 0.19 0.000
H 6.818 3.077 1.248 0.08 -0.22 -0.18 0.000
C 4.419 6.077 4.780 0.73 -0.55 0.28 0.000
C 2.541 0.896 -6.872 -0.12 -0.59 0.55 0.000
H 0.734 0.027 5.672 0.43 -0.16 -0.31 0.000
F 5.883 1.887 4.355 -1.60 3.23 -0.03 0.000
C 6.163 3.747 0.691 0.90 -0.27 0.30 0.000
N 0.323 -9.553 -4.583 -0.90 1.59 0.36 0.000
H 3.511 1.391 -6.908 -0.06 -0.36 -0.24 0.000
H -1.298 6.065 9.386 0.08 0.19 -0.28 0.000
C 1.490 -1.585 1.354 1.79 1.54 1.78 0.220
H 3.730 0.228 1.047 0.70 -0.10 0.86 0.001
C -3.844 -4.163 -4.981 -1.55 -0.22 -1.05 0.000
H -5.556 -1.104 -7.440 -0.04 0.20 0.71 0.000
C 1.393 -8.508 -2.871 -0.44 -3.06 -1.13 0.000
H 2.534 3.590 -5.939 -0.34 0.19 0.15 0.000
H -8.049 -1.619 -7.501 0.45 0.80 0.17 0.000
C -1.368 1.301 6.715 0.18 1.38 0.06 0.000
H 2.822 0.319 2.663 0.17 -0.28 -0.11 0.000
H -1.278 -10.713 -5.477 0.07 0.29 0.36 0.000
N -3.963 1.552 3.120 0.14 1.05 0.33 0.000
H -0.342 -4.573 -2.200 0.76 -0.03 -0.37 0.000
H -5.514 -1.509 -4.211 -0.08 0.18 -0.62 0.000
H -0.337 5.488 7.347 -0.16 -0.04 -0.78 0.000
C 1.309 -0.287 -0.439 -0.58 -1.30 3.81 0.321
H -1.044 -6.118 -2.161 -0.38 0.01 -0.52 0.000
H 7.893 4.552 -0.405 0.00 -0.90 0.14 0.000
H 5.578 3.151 -0.010 -0.02 0.04 0.20 0.000
C -0.578 -1.431 -1.650 0.33 -1.10 -0.66 -0.004
H 4.797 7.085 4.606 -0.93 0.26 -0.50 0.000
B -0.043 3.736 0.154 -0.49 0.10 0.60 0.000
F -2.110 -3.536 4.618 -0.26 0.51 1.00 0.006
H -3.282 6.972 3.523 -0.37 -0.12 0.23 0.000
B 6.673 0.942 3.743 1.07 -0.56 4.59 0.000
F 3.649 -0.709 -3.629 -2.39 1.75 -1.70 0.000
C 0.676 -6.142 -3.429 0.75 -0.03 -1.25 0.000
F 5.278 -1.889 -2.992 2.57 -1.56 -0.56 0.002
H -0.293 1.862 -3.281 -0.22 0.10 -0.20 0.000
H -7.535 -2.144 -5.849 0.01 0.77 -0.05 0.000
F 3.239 -2.864 -2.881 -0.84 0.12 0.40 0.000
C -3.963 0.287 2.492 0.17 -1.46 -2.06 0.000
H -3.915 0.470 1.419 0.04 -0.19 -0.15 0.000
H 2.651 1.517 1.300 -0.63 -0.10 0.28 0.000
H -0.252 4.709 9.607 -0.19 -0.40 -0.11 0.000
F 3.741 -0.122 5.241 -1.61 1.48 -1.35 0.000
H -0.103 -10.077 -6.626 0.26 0.14 0.24 0.000
F -0.976 -5.541 0.663 2.24 0.30 -0.87 0.000
C -0.222 -10.489 -5.624 0.43 -0.31 0.64 0.000
F -1.643 -1.336 4.170 -0.23 2.76 1.23 0.000
H 0.310 -11.438 -5.550 0.11 0.21 -0.04 0.000
C 6.923 4.841 0.002 1.44 0.93 -1.33 0.000
C -5.919 -2.118 -7.275 0.61 1.08 0.91 0.000
H -2.329 -0.770 -0.463 -0.09 -0.29 -0.28 0.000
B -1.194 -2.621 4.073 -0.87 -3.57 -0.28 0.001
H -0.373 0.408 4.340 0.44 0.07 -0.30 0.000
N 1.865 -0.406 0.882 -1.66 -0.91 -2.34 0.050
H -1.819 4.757 3.560 -0.06 0.46 -0.79 0.000
C 5.613 4.852 2.932 -2.99 -0.18 -1.29 0.000
H -2.974 -3.483 -2.629 -0.06 0.75 0.48 0.000
H -0.059 -3.093 0.600 0.06 -0.61 0.34 0.008
H -0.722 -7.774 -5.276 0.10 0.02 0.21 0.000
C 0.345 1.968 -4.145 -0.44 -3.33 -0.29 0.000
C -3.075 2.564 2.901 -1.73 -0.74 1.86 0.000
H 0.851 3.613 5.935 -0.15 -0.21 -0.24 0.000
F -1.017 3.239 -0.639 -1.59 -0.97 -2.24 0.000
F -3.008 -6.059 1.273 -1.71 -3.80 1.81 0.000
B -1.260 -1.861 -5.970 -0.73 -1.17 -1.09 0.000
H -1.125 4.715 -2.864 0.07 -1.13 -0.10 0.000
H -1.632 0.257 6.791 -0.24 0.09 -0.37 0.000
H 1.409 5.150 -4.401 0.27 -0.35 -0.19 0.000
H -5.002 3.809 5.172 -0.18 -0.13 -0.16 0.000
H 2.586 -0.117 -6.474 0.68 -0.03 -0.24 0.000
C 3.903 4.424 1.581 -1.22 -0.72 1.49 0.000
```
Forces are in eV/Å.

Charge: +1
Multiplicity: 2
Orbital gap (spin up / spin down): 6.11 / 2.66 eV
Calculated total energy: -146512.3291 eV